No. 1
Formula: C5H4S2
Source: OMol25
Level of theory: ωB97M-V with the def2-TZVPD basis set

Cartesian coordinates (Å):
C -0.208 0.955 -1.309
C -0.974 0.175 -0.593
S -1.921 -1.303 -0.626
C -0.801 -0.174 0.811
C 0.461 -0.567 1.345
C 1.463 -0.361 0.497
S 2.690 -0.346 -0.461
H 0.327 1.841 -1.042
H -0.265 0.813 -2.414
H -1.544 -0.113 1.500
H 0.773 -0.919 2.293

The net charge is 0. As for the SMILES: C=C1S[C@H]1C=C=S. Its total energy is -989.15967 Ha. The energy relative to the best compared isomer or geometry (same formula, charge and spin) comes out at 66.1 kcal/mol. The calculation puts the HOMO-LUMO gap (alpha / beta) at 7.7 / 7.7 eV.

***

No. 2
Formula: C5H50F5NO29S
Source: OMol25
Level of theory: ωB97M-V with the def2-TZVPD basis set

Cartesian coordinates (Å):
O 3.960 -1.230 -1.182
N 4.977 -0.661 -1.360
O 4.751 0.226 -2.417
C 5.056 1.573 -2.052
C 4.220 2.053 -0.839
O 4.501 1.694 0.244
O 3.202 2.921 -1.151
C 2.275 3.052 -0.104
S 1.043 1.696 -0.100
O 0.402 1.770 1.196
O 1.711 0.453 -0.331
C -0.146 1.990 -1.504
F 0.295 1.238 -2.517
F -0.182 3.260 -1.895
C -1.610 1.545 -1.223
F -2.356 1.976 -2.297
F -1.742 0.261 -1.143
F -2.132 2.154 -0.142
H 6.117 1.753 -1.861
H 4.783 2.189 -2.924
H 2.697 3.186 0.903
H 1.698 3.969 -0.320
O 0.671 -1.473 1.915
H 0.613 -0.573 1.575
H 1.462 -1.828 1.496
O -0.387 -0.076 -5.396
H 0.480 -0.111 -5.822
H -0.187 0.154 -4.481
O -5.340 1.861 -0.974
H -5.083 1.466 -0.129
H -4.516 1.881 -1.470
O 5.922 -3.499 -1.344
H 5.748 -4.290 -0.822
H 5.050 -3.234 -1.654
O 2.468 1.983 3.455
H 2.341 1.192 3.994
H 1.578 2.220 3.170
O 6.132 1.341 3.042
H 6.762 0.791 2.562
H 5.493 1.608 2.370
O -7.635 0.217 0.093
H -7.447 0.338 1.032
H -6.959 0.754 -0.344
O 3.738 -0.976 4.213
H 4.305 -0.283 3.846
H 4.244 -1.785 4.082
O -2.844 1.458 -6.321
H -2.068 1.044 -5.919
H -2.854 1.113 -7.219
O -9.102 -1.804 1.565
H -8.527 -1.124 1.184
H -8.618 -2.626 1.426
O 7.455 -2.201 1.175
H 8.205 -2.621 1.619
H 7.479 -2.554 0.276
O -7.359 2.204 2.143
H -8.081 2.804 1.929
H -6.944 2.598 2.926
O -9.577 -3.651 3.775
H -10.482 -3.974 3.683
H -9.598 -2.775 3.367
O -4.954 -0.267 1.140
H -5.451 -1.093 1.128
H -5.374 0.250 1.839
O -5.835 3.828 3.887
H -5.652 3.929 4.828
H -5.160 4.362 3.454
O 4.882 3.408 -4.836
H 4.212 3.340 -5.525
H 5.704 3.547 -5.319
O 0.018 -2.107 -7.160
H -0.460 -2.942 -7.182
H -0.419 -1.595 -6.463
O 1.536 -1.522 -3.005
H 0.742 -1.923 -2.634
H 2.182 -1.567 -2.286
O 7.263 0.724 -0.408
H 6.895 -0.060 0.023
H 8.216 0.616 -0.309
O -9.670 -6.644 3.938
H -9.550 -6.699 2.984
H -9.248 -5.809 4.178
O 10.141 -2.149 1.745
H 10.839 -1.883 2.355
H 10.512 -1.977 0.873
O 8.410 0.178 4.045
H 7.880 -0.622 3.952
H 7.972 0.667 4.752
O -12.079 -3.135 1.241
H -11.961 -3.191 0.286
H -11.649 -2.304 1.479

The net charge is 0. Its total energy is -3354.58823 Ha. The energy relative to the best compared isomer or geometry (same formula, charge and spin) comes out at 19.2 kcal/mol. The calculation puts the HOMO-LUMO gap at 10.2 eV.

***

No. 3
Formula: C5H53NO24S2
Source: OMol25
Level of theory: ωB97M-V with the def2-TZVPD basis set

Cartesian coordinates (Å):
O -1.973 2.320 -0.387
O 0.017 2.762 -1.626
O 1.728 0.515 -1.442
O -0.652 -0.003 -1.799
C 0.106 1.148 0.501
C 1.528 -1.400 1.184
C 0.858 -2.467 -0.868
C -0.757 -1.871 0.662
C -0.166 3.946 0.780
N 0.514 -1.442 0.087
S -0.557 2.587 -0.269
S 0.487 0.042 -0.796
H -0.457 0.944 1.456
H 2.584 -1.545 0.895
H 1.265 -2.290 1.856
H 1.399 -0.504 1.771
H 0.084 -2.596 -1.674
H 0.985 -3.463 -0.349
H 1.785 -2.203 -1.351
H -0.574 -2.657 1.380
H -1.548 -2.293 -0.016
H -1.144 -1.053 1.255
H 0.840 4.309 0.449
H -0.885 4.760 0.682
H -0.095 3.630 1.839
O 4.678 -2.490 1.190
H 5.549 -2.989 1.060
H 4.047 -3.088 1.707
O -1.778 7.393 1.013
H -1.416 8.293 1.302
H -1.392 6.687 1.626
O 2.636 -5.773 0.199
H 3.065 -6.679 0.337
H 3.160 -5.281 -0.513
O 2.140 2.047 1.743
H 2.743 2.454 1.040
H 1.232 1.889 1.326
O 2.182 -3.174 -3.556
H 1.831 -3.870 -4.201
H 1.636 -2.331 -3.674
O -0.764 0.421 4.357
H -0.350 0.155 5.241
H -1.550 -0.190 4.181
O 1.020 2.343 4.290
H 1.438 2.310 3.370
H 0.323 1.611 4.346
O 0.263 1.800 -4.395
H 0.091 2.089 -3.441
H -0.607 1.870 -4.907
O -1.054 -4.637 -2.165
H -0.999 -4.031 -2.973
H -1.880 -4.386 -1.638
O 0.361 6.451 -1.689
H -0.557 6.315 -1.284
H 0.245 6.898 -2.589
O -3.912 -0.097 0.660
H -3.948 0.804 1.119
H -3.842 0.059 -0.337
O -3.178 -3.943 -0.637
H -3.310 -2.980 -0.917
H -3.608 -4.070 0.270
O -2.613 5.942 -1.104
H -3.082 5.107 -0.777
H -2.535 6.584 -0.327
O -3.505 -1.605 -2.067
H -4.488 -1.774 -2.235
H -3.375 -0.610 -1.933
O 3.570 0.052 3.189
H 3.445 0.878 2.617
H 4.075 -0.635 2.644
O -1.559 -2.700 -3.930
H -1.097 -2.019 -4.520
H -2.186 -2.205 -3.309
O -3.932 1.084 -1.914
H -3.170 1.668 -1.595
H -4.671 1.688 -2.252
O -0.590 -5.578 0.374
H -1.010 -5.167 -0.449
H 0.317 -5.946 0.116
O 2.650 -4.203 2.381
H 2.810 -4.728 1.531
H 1.827 -4.579 2.833
O 3.237 5.162 2.040
H 3.081 4.472 1.317
H 2.933 6.061 1.689

The net charge is 0. Its total energy is -2878.95001 Ha. The calculation puts the HOMO-LUMO gap at 8.3 eV.

***

No. 4
Formula: C5H5BClFO2S
Source: OMol25
Level of theory: ωB97M-V with the def2-TZVPD basis set

Cartesian coordinates (Å):
B 2.682 0.117 0.064
C 1.296 -0.478 0.351
C -1.523 -0.137 0.020
C -0.649 0.861 -0.169
C -1.077 -1.446 0.215
C -3.011 0.037 -0.127
O 2.843 1.462 0.308
O 3.801 -0.583 -0.253
F -1.982 -2.438 -0.011
S 0.512 -1.895 0.337
Cl -0.541 2.451 0.097
H -3.503 -0.841 0.457
H -3.313 1.104 0.359
H -3.448 -0.085 -1.263
H 3.377 1.890 -0.323
H 4.537 -0.021 -0.063

The net charge is 0. Its total energy is -1326.98585 Ha. The energy relative to the best compared isomer or geometry (same formula, charge and spin) comes out at 17.8 kcal/mol. The calculation puts the HOMO-LUMO gap (alpha / beta) at 7.2 / 7.2 eV.

***

No. 5
Formula: C5H5BF6N3O8S3
Source: OMol25
Level of theory: ωB97M-V with the def2-TZVPD basis set

Cartesian coordinates (Å):
O 3.218 1.222 4.193
C 3.455 1.242 2.852
O 4.912 1.267 2.490
N 2.390 1.179 1.784
C 1.196 0.342 2.181
B 0.002 1.162 2.969
O -1.128 1.857 2.322
O 0.119 1.236 4.457
N 2.046 2.417 1.272
C 2.615 3.457 1.962
S 2.880 4.780 3.050
H 5.362 0.859 3.286
H 1.531 -0.607 2.822
H 0.698 -0.074 1.179
H -1.011 1.885 1.321
H 0.641 2.056 4.719
C -4.048 -2.987 -3.427
F -4.733 -4.162 -3.332
F -3.935 -2.716 -4.762
F -4.874 -2.020 -2.923
S -2.430 -3.027 -2.586
O -1.689 -4.089 -3.269
O -2.754 -3.309 -1.184
N -1.999 -1.538 -2.923
S -0.574 -1.178 -2.327
O 0.577 -1.838 -2.949
O -0.493 -1.049 -0.870
C -0.503 0.537 -2.941
F -1.530 1.304 -2.467
F -0.587 0.608 -4.304
F 0.648 1.185 -2.595

The net charge is -1. Its total energy is -2778.30253 Ha. The calculation puts the HOMO-LUMO gap at 7.3 eV.

***

No. 6
Formula: C5H5Br15
Source: OMol25
Level of theory: ωB97M-V with the def2-TZVPD basis set

Cartesian coordinates (Å):
C -0.397 -0.010 -0.444
Br -0.351 0.536 -2.371
Br 1.496 -0.604 0.185
Br -1.804 -1.261 -0.079
H -0.640 0.861 0.165
C 2.138 4.180 0.050
Br 3.574 2.842 0.071
Br 0.319 3.588 0.791
Br 1.750 4.893 -1.874
H 2.534 4.986 0.667
C -4.187 1.095 1.760
Br -6.157 1.127 2.098
Br -3.050 0.819 3.418
Br -3.551 2.461 0.430
H -4.037 0.188 1.175
C -2.826 -4.335 -1.874
Br -1.931 -5.530 -0.531
Br -4.573 -3.685 -1.132
Br -3.070 -5.161 -3.579
H -2.142 -3.487 -1.920
C 5.274 -0.572 0.581
Br 5.870 -1.070 2.469
Br 4.936 -2.281 -0.214
Br 6.486 0.449 -0.558
H 4.338 -0.030 0.715

The net charge is -1. As for the expectation value of S²: 0.76. Its total energy is -38803.66919 Ha. Its spin multiplicity is 2. The energy relative to the best compared isomer or geometry (same formula, charge and spin) comes out at 10.2 kcal/mol. The calculation puts the HOMO-LUMO gap (alpha / beta) at 2.6 / 6.8 eV.

***

No. 7
Formula: C5H5Br2N
Source: OMol25
Level of theory: ωB97M-V with the def2-TZVPD basis set

Cartesian coordinates (Å):
C -1.053 -0.599 0.794
C -0.423 -0.917 -0.557
C -0.647 0.452 1.435
C 0.259 0.285 -1.140
C 1.049 0.767 0.053
N 0.487 1.096 1.141
Br 1.251 -1.966 -0.316
Br 2.576 1.658 -0.328
H -1.885 -1.386 0.974
H -1.204 -1.517 -1.073
H -1.136 0.824 2.312
H 1.040 0.115 -1.860
H -0.315 1.189 -1.435

The net charge is 0. Its total energy is -5396.23603 Ha. The energy relative to the best compared isomer or geometry (same formula, charge and spin) comes out at 26.9 kcal/mol. The calculation puts the HOMO-LUMO gap at 9.0 eV.

***

No. 8
Formula: C5H5Br6FO3
Source: OMol25
Level of theory: ωB97M-V with the def2-TZVPD basis set

Cartesian coordinates (Å):
C 32.316 -21.647 9.377
C 33.189 -20.452 8.896
O 32.364 -19.779 8.016
C 31.097 -20.331 7.945
O 30.123 -19.874 7.315
O 31.086 -21.419 8.761
F 34.348 -20.874 8.410
H 32.181 -21.739 10.454
H 32.582 -22.632 8.993
H 33.411 -19.807 9.747
C 23.484 -18.516 9.181
Br 21.597 -18.958 9.625
Br 24.665 -17.937 10.637
Br 23.409 -17.167 7.700
H 23.799 -19.439 8.695
C 27.134 -17.798 6.332
Br 27.555 -16.349 7.555
Br 26.462 -17.319 4.564
Br 26.149 -19.270 7.143
H 28.090 -18.312 6.224

The net charge is 0. Its total energy is -15963.15450 Ha. The calculation puts the HOMO-LUMO gap at 9.6 eV.

***

Q: Number 3 is which compound?
A: C5H53NO24S2